1.
C8H17I3O5 | ωB97M-V with the def2-TZVPD basis set

Each line ends with the Löwdin charge.
Positions of all 33 atoms, in Å:
C: 2.03818 -2.12661 1.07335  -0.14
C: 1.99513 -0.64032 1.62429  -0.72
I: 3.60253 0.15687 2.89202  0.74
C: 0.91467 0.20544 1.28509  -0.67
I: 0.84482 2.27963 2.01588  0.75
C: -0.28434 -0.23730 0.35078  -0.45
O: -0.44949 0.41027 -0.70398  0.07
O: -1.17024 -1.31949 0.60305  -0.14
C: -2.15086 -0.98098 1.60303  -0.54
I: -1.36188 -1.19324 3.65843  0.74
H: 3.01334 -2.35621 0.51777  0.08
H: 1.19342 -2.42259 0.37805  0.09
H: 1.94949 -2.81541 1.99383  0.10
H: -2.96524 -1.78936 1.53336  0.09
H: -2.67899 0.01199 1.43729  0.07
C: 3.39974 -1.45068 -2.88207  -0.13
O: 2.90975 -1.63931 -1.55984  -0.16
H: 3.87600 -2.37319 -3.21443  0.08
H: 2.57121 -1.21008 -3.55232  0.06
H: 4.13418 -0.64156 -2.89175  0.08
H: 2.49374 -0.81025 -1.28928  0.07
C: -4.00513 2.33592 3.54584  -0.15
O: -3.87028 2.09915 2.15040  -0.15
H: -5.04206 2.16439 3.83436  0.08
H: -3.35779 1.65086 4.09885  0.05
H: -3.73355 3.37042 3.77012  0.08
H: -2.94520 2.25863 1.92278  0.05
C: -0.27610 1.42651 -4.27802  -0.16
O: 0.50489 0.33393 -3.81924  -0.14
H: -0.03195 1.61820 -5.32308  0.08
H: -1.33817 1.18237 -4.19438  0.08
H: -0.05037 2.31674 -3.68539  0.08
H: 0.27054 0.18530 -2.89478  0.04

Its lowest unoccupied orbital energy is -0.98 eV. The electronic energy comes out at -43107.240 eV. The net charge is 0. The value obtained for the HOMO-LUMO gap is 0.308 Ha. The HOMO energy is -9.37 eV. Its spin multiplicity is 1. The calculation puts the maximum force at 4.01 eV/Å.

=====

2.
C8H17N | ωB97M-V with the def2-TZVPD basis set

Each line ends with the Löwdin charge.
Positions of all 26 atoms, in Å:
C: -0.31598 -0.28846 -1.26922  -0.51
C: 0.37208 -0.38547 1.23345  -0.33
C: 0.16069 0.71174 0.35202  -0.09
C: -1.28000 -1.43556 -1.02816  -0.09
C: -0.98466 0.81128 -2.07593  -0.11
C: 0.95882 -0.75368 -1.94184  -0.10
N: 1.49444 -1.17105 1.20215  0.07
C: 0.63698 1.08695 2.64938  -0.09
C: -0.32061 1.89203 3.08180  -0.10
H: -0.51225 -0.91164 1.58223  0.13
H: 1.38862 -2.17015 1.27076  0.10
H: 2.35102 -0.75166 0.87144  0.10
H: 1.02873 1.26140 0.00986  0.11
H: -0.76684 1.24881 0.48509  0.09
H: 1.51375 0.92036 3.27708  0.05
H: 0.75382 -1.15009 -2.94541  0.08
H: -1.66293 -1.83276 -1.97806  0.09
H: -0.80502 -2.26996 -0.50819  0.07
H: -2.14713 -1.11229 -0.44677  0.08
H: -1.90009 1.16248 -1.59469  0.08
H: -0.32263 1.66910 -2.21110  0.08
H: -1.26343 0.45321 -3.07556  0.08
H: 1.66605 0.07015 -2.06710  0.08
H: 1.44740 -1.56060 -1.39289  0.06
H: -0.28100 2.41581 4.03478  0.04
H: -1.20983 2.09003 2.48490  0.03

Its lowest unoccupied orbital energy is 0.81 eV. The electronic energy comes out at -10057.728 eV. The net charge is 0. Its energy relative to the best compared isomer or geometry (same formula, charge and spin) is 3.7915 eV. The value obtained for the HOMO-LUMO gap is 0.288 Ha. The HOMO energy is -7.02 eV. Its spin multiplicity is 1. The calculation puts the maximum force at 6.54 eV/Å.